Computed, not measured: C6H15AsCrN3S4 as an isolated structure, with the ωB97M-V functional and the def2-TZVPD basis.

```
! RIJCOSX wB97M-V def2-TZVPD def2/J DEFGRID3
* xyz 0 4
Cr 0.98 0.21 -0.64
C -1.82 0.82 -1.03
C -1.91 -0.62 -0.53
N -0.57 -1.26 -0.42
C -0.35 -2.04 0.82
C 0.71 -1.38 1.72
N 0.75 0.08 1.50
C -0.45 0.82 1.94
C -0.76 1.96 0.97
N -0.65 1.52 -0.44
H -1.65 0.84 -2.11
H -2.75 1.35 -0.81
H -2.38 -0.65 0.45
H -2.55 -1.19 -1.20
H -0.39 -1.82 -1.25
H -1.30 -2.14 1.35
H -0.02 -3.04 0.57
H 0.52 -1.63 2.77
H 1.70 -1.75 1.46
H 1.59 0.46 1.92
H -1.28 0.12 2.01
H -0.31 1.23 2.95
H -1.75 2.37 1.19
H -0.03 2.76 1.11
H -0.43 2.32 -1.03
S 3.85 -1.79 -3.30
As 3.18 0.12 -2.87
S 0.91 0.19 -2.91
S 3.16 0.29 -0.55
S 3.98 1.87 -3.62
*
```

Results
HOMO (spin up / spin down) ... -6.9 / -6.9 eV
LUMO level (spin up / spin down) ... -0.60 / -0.42 eV

Computed, not measured: C6H15AuBrN2O3 as an isolated structure, with the ωB97M-V functional and the def2-TZVPD basis.

```
! RIJCOSX wB97M-V def2-TZVPD def2/J DEFGRID3
* xyz 1 1
Au 0.83 -0.59 0.31
C -1.46 -0.78 4.52
O -0.73 0.40 4.12
C -0.12 0.38 2.97
O -0.09 -0.62 2.24
N 0.46 1.55 2.66
N 1.15 1.73 1.45
H -1.81 -0.58 5.52
H -0.81 -1.65 4.51
H -2.30 -0.94 3.85
H 0.39 2.30 3.35
H 2.15 1.85 1.61
H 0.80 2.55 0.96
Br 3.24 -1.20 1.20
C 0.19 1.10 -2.64
C 0.18 -0.47 -2.53
C -1.21 -0.91 -2.02
C 0.45 -1.04 -3.93
O 1.17 -0.81 -1.68
H -0.58 1.43 -3.34
H 1.17 1.41 -2.99
H 0.01 1.52 -1.65
H -2.00 -0.60 -2.70
H -1.40 -0.50 -1.03
H -1.22 -2.00 -1.95
H -0.31 -0.70 -4.62
H 0.44 -2.13 -3.89
H 1.43 -0.72 -4.29
*
```

Results
ΔE to the lowest compared entry with this formula, charge and spin ... 49.5 kJ/mol
HOMO (spin up / spin down) ... -13.1 / -13.1 eV
LUMO level (spin up / spin down) ... -7.61 / -7.61 eV

Computed, not measured: a 3-piece molecular cluster, C6H15B3Br2N2O5 overall, with the ωB97M-V functional and the def2-TZVPD basis.

```
! RIJCOSX wB97M-V def2-TZVPD def2/J DEFGRID3
* xyz 0 1
Br 5.09 0.40 -0.63
B 3.19 0.24 -0.62
O 2.61 -0.97 -0.89
B 1.35 -1.19 -0.34
O 0.86 -0.22 0.51
B 1.11 1.05 0.02
Br -0.29 2.27 -0.29
O 2.42 1.34 -0.31
H 0.76 -2.19 -0.54
C -2.72 1.71 4.56
C -1.67 2.55 3.86
O -1.91 3.67 3.46
N -0.44 1.99 3.70
C 0.01 0.68 4.11
H -3.64 2.30 4.60
H -2.92 0.79 4.01
H -2.41 1.45 5.57
H 0.21 2.60 3.22
H 0.85 0.76 4.80
H 0.34 0.09 3.25
H -0.79 0.15 4.60
C -1.40 -0.73 -3.71
C 0.00 -0.82 -3.16
O 0.41 -0.02 -2.33
N 0.80 -1.81 -3.61
C 0.50 -2.84 -4.58
H -1.89 0.11 -3.24
H -1.40 -0.59 -4.79
H -1.97 -1.64 -3.49
H 1.72 -1.80 -3.20
H 0.59 -3.83 -4.14
H 1.17 -2.77 -5.44
H -0.52 -2.72 -4.94
*
```

Results
SMILES string ... BrB1OBOB(Br)O1.CNC(C)=O.CNC(C)=O
HOMO ... -9.3 eV
LUMO level ... 0.37 eV

Computed, not measured: one molecule with the formula C6H15BO3, with the ωB97M-V functional and the def2-TZVPD basis.

```
! RIJCOSX wB97M-V def2-TZVPD def2/J DEFGRID3
* xyz 0 1
C -2.48 -0.31 0.25
C -1.96 1.02 -0.33
O -1.30 1.81 0.64
C -1.12 0.87 -1.63
O 0.28 0.72 -1.40
B 0.65 -0.63 -1.26
C 2.03 -1.15 -0.65
C 2.45 -0.59 0.76
C 1.41 0.28 1.48
O 0.30 -0.48 1.96
H -3.56 -0.44 0.08
H -2.33 -0.36 1.34
H -2.00 -1.20 -0.20
H -2.86 1.59 -0.64
H -1.11 2.63 0.21
H -1.24 1.83 -2.18
H -1.55 0.10 -2.29
H -0.11 -1.45 -1.68
H 2.85 -0.99 -1.37
H 1.95 -2.25 -0.56
H 3.39 -0.02 0.64
H 2.71 -1.44 1.42
H 1.08 1.16 0.92
H 1.91 0.68 2.39
H 0.59 -1.38 2.12
*
```

Results
ΔE to the lowest compared entry with this formula, charge and spin ... 275.9 kJ/mol
SMILES string ... C[C@@H](O)COBCCCO
HOMO ... -9.9 eV
LUMO level ... 0.75 eV

Computed, not measured: one molecule with the formula C6H15BS3, with the ωB97M-V functional and the def2-TZVPD basis.

```
! RIJCOSX wB97M-V def2-TZVPD def2/J DEFGRID3
* xyz 0 1
B 0.01 0.00 0.42
C 2.68 -0.38 0.46
C 0.10 -2.15 -1.35
C -2.10 1.26 1.73
C 1.54 0.67 0.11
C -0.56 -0.77 -0.92
C -0.99 1.25 0.67
S 1.85 1.47 -1.51
S -2.42 -0.98 -0.91
S -0.99 2.70 -0.22
H 2.44 -0.77 1.50
H 3.60 0.13 0.54
H 2.69 -1.22 -0.15
H -0.01 -2.26 -2.42
H 1.16 -1.98 -1.06
H -0.24 -3.11 -0.79
H -1.77 1.87 2.53
H -2.05 0.16 2.22
H -3.19 1.66 1.46
H 1.67 1.57 0.79
H -0.64 -0.01 -1.74
H -0.06 -0.57 1.47
H 1.73 0.29 -2.13
H -2.38 -2.28 -1.20
H -2.07 3.44 0.50
*
```

Results
ΔE to the lowest compared entry with this formula, charge and spin ... 156.4 kJ/mol
HOMO ... -8.1 eV
LUMO level ... -1.19 eV

Computed, not measured: a 2-piece molecular cluster, C6H15BrNOS2 overall, with the ωB97M-V functional and the def2-TZVPD basis.

```
! RIJCOSX wB97M-V def2-TZVPD def2/J DEFGRID3
* xyz 1 1
C -0.61 -0.18 1.09
C 1.07 1.20 2.15
C -0.65 2.34 0.75
C 0.27 0.48 -1.48
C 1.12 0.95 -0.30
C 0.28 -0.49 -2.36
N 0.19 1.05 0.92
O -1.45 -2.45 -0.68
S -1.12 -4.66 -2.71
S -0.36 -3.12 -1.96
Br 1.24 -3.52 0.15
H 0.10 -1.09 1.05
H -1.29 -0.26 1.94
H -1.23 -0.41 0.24
H 1.66 2.11 2.21
H 0.33 1.06 3.01
H 1.79 0.34 2.20
H -0.01 3.27 0.70
H -1.43 2.14 0.01
H -1.15 2.40 1.62
H -2.34 -2.84 -0.72
H -0.65 1.12 -1.61
H 1.63 1.93 -0.39
H 1.98 0.19 -0.11
H 1.17 -0.98 -2.66
H -0.51 -0.58 -3.06
*
```

Results
ΔE to the lowest compared entry with this formula, charge and spin ... 186.7 kJ/mol
HOMO (spin up / spin down) ... -12.5 / -12.3 eV
LUMO level (spin up / spin down) ... -5.33 / -5.40 eV

Number 1: total energy -143538.5696 eV. Number 2: total energy -89313.0503 eV. Number 3: total energy -161807.2653 eV. Number 4: total energy -13283.9635 eV. Number 5: total energy -39644.3389 eV. Number 6: total energy -101705.8336 eV.